Entry 1:
Here is C6H13N in the gas phase in a non-equilibrium geometry from OMol25. Energies are from wB97M-V/def2-TZVPD.

```
20
Properties=species:S:1:pos:R:3:lowdin_charge:R:1
C 0.0807 -1.2967 -2.1640 -0.12
C -0.1660 -1.3941 -0.6578 -0.22
C -0.2723 -0.0798 0.0484 -0.26
C -0.1623 -0.0247 1.4088 -0.19
N 0.4057 -1.0035 2.2159 0.04
C -0.1702 1.2491 -0.7274 -0.25
C 0.0664 2.4927 0.0606 -0.13
H 1.0926 -0.9863 -2.4144 0.07
H 0.0024 -2.2784 -2.6675 0.07
H -0.7312 -0.7109 -2.5885 0.07
H -1.0958 -1.9523 -0.5192 0.12
H 0.6684 -1.9086 -0.1565 0.10
H -0.7512 0.7103 1.9533 0.11
H 0.8523 -0.7027 3.0702 0.08
H 1.0715 -1.6078 1.7546 0.07
H 0.5748 1.1653 -1.5261 0.11
H -1.1568 1.2520 -1.2227 0.11
H 1.0032 2.4097 0.6220 0.08
H -0.7113 2.6926 0.8039 0.07
H 0.1842 3.3300 -0.6294 0.07
```

Values from the calculation:
- M (g/mol) = 99.2
- relative energy (zero: lowest compared OMol25 entry of this formula, charge and spin) (kcal/mol) = 29.70
- SMILES = CCC(=CN)CC
- Kohn-Sham gap (eV) = 8.23
- spin multiplicity = 1
- HOMO energy (eV) = -7.13

---

Entry 2:
Here is 2 unconnected molecules or ions with the total composition C6H13N in a non-equilibrium geometry from OMol25. Energies are from wB97M-V/def2-TZVPD.

```
20
Properties=species:S:1:pos:R:3:lowdin_charge:R:1
C -2.8908 0.6397 1.2520 0.00
C -1.5361 0.5778 1.3509 -0.49
C -0.8606 -0.3216 2.3588 -0.06
N -0.6326 1.2739 0.5317 0.06
H -3.3687 1.3439 0.5517 0.05
H -3.5560 0.1106 1.9467 0.05
H -0.3423 0.2282 3.0892 0.06
H -0.1788 -1.0815 1.8453 0.09
H -1.5822 -0.9417 2.8589 0.06
H 0.1775 0.6775 0.3539 0.05
H -1.0993 1.5448 -0.3846 0.12
C 1.7199 -1.3504 -0.7514 -0.04
C 1.3380 -0.7619 -1.8996 -0.27
C 2.0539 0.3825 -2.4770 -0.13
H 1.1764 -2.2220 -0.3379 0.06
H 2.4950 -0.9587 -0.0897 0.06
H 0.4347 -1.1810 -2.3534 0.10
H 1.4210 1.2792 -2.3522 0.08
H 3.0118 0.5376 -1.9365 0.09
H 2.2192 0.2231 -3.5570 0.08
```

Values from the calculation:
- M (g/mol) = 99.2
- relative energy (zero: lowest compared OMol25 entry of this formula, charge and spin) (kcal/mol) = 30.72
- SMILES = C=C(C)N.C=CC
- Kohn-Sham gap (eV) = 9.16
- spin multiplicity = 1
- HOMO energy (eV) = -8.17